Record 1
DFT (wB97M-V/def2-TZVPD) results for the ion C24H36F4I2N3O5 with charge +1 at a distorted geometry.

Geometry (Å):
C1 4.5306 3.3265 -2.0140
C2 3.2346 2.8815 -2.3658
C3 1.6700 2.4381 -2.5419
C4 0.7557 2.6532 -1.1525
C5 -0.2842 1.4781 -0.8485
N1 -0.1424 0.4872 0.2763
C6 0.0501 1.4120 1.4834
C7 -1.0867 2.5581 1.7446
C8 -0.5279 4.1257 1.5551
N2 -1.4629 5.0214 0.7149
O1 0.5982 4.5882 2.1031
C9 -1.3930 -0.4369 0.2906
C10 -2.7654 -0.2642 -0.4554
C11 -3.1970 0.3834 -1.8320
C12 -2.5900 -0.0348 -3.2614
F1 -4.6828 0.0734 -1.9636
C13 -1.8658 -1.1397 1.7013
C14 -2.4232 -0.3307 2.9618
O2 -2.4321 -1.3634 4.0723
C15 -3.9974 0.1482 2.9742
F2 -4.9481 -0.7878 2.3408
F3 -4.3957 0.2141 4.4308
F4 -4.1647 1.5447 2.4646
C16 -0.7526 -1.7540 -0.5443
C17 -1.3010 -3.2794 -0.2148
C18 0.8259 -1.5496 -0.9238
C19 1.8409 -2.7733 -1.2102
I1 1.9463 -4.7301 -0.1328
C20 2.9128 -2.7133 -2.2880
C21 3.9370 -4.0023 -2.6023
I2 3.3076 -0.9868 -3.5743
C22 1.1562 -0.3824 0.2456
C23 1.5354 -1.3246 1.5048
C24 3.1291 -1.7768 1.6669
O3 3.8771 -0.8632 2.5858
O4 2.3610 0.1084 -0.3956
N3 3.1044 0.9787 0.2558
O5 4.3052 0.8404 0.0143
H1 5.6325 3.4221 -1.5641
H2 1.2283 3.1177 -3.4187
H3 1.4852 1.3360 -2.8715
H4 0.1947 3.6825 -1.4046
H5 1.5305 2.9637 -0.3392
H6 -0.3553 0.8141 -1.8413
H7 -1.3338 2.0526 -0.8652
H8 1.0758 1.9740 1.5096
H9 0.0707 0.8158 2.5189
H10 -2.1022 2.3890 1.1392
H11 -1.4386 2.5683 2.8872
H12 -1.6868 4.5081 -0.1666
H13 -0.9857 5.9098 0.4508
H14 -3.4973 0.2868 0.3208
H15 -3.2664 -1.3551 -0.5257
H16 -3.2138 1.5800 -1.8033
H17 -3.1963 -0.9835 -3.6579
H18 -2.8319 0.8227 -4.0543
H19 -1.4637 -0.3275 -3.3190
H20 -2.7981 -1.8685 1.4978
H21 -1.0570 -1.8986 2.1504
H22 -1.8147 0.5196 3.4480
H23 -2.0445 -0.9498 4.9054
H24 -1.2391 -1.6827 -1.6332
H25 -2.4680 -3.3625 -0.1982
H26 -0.8912 -3.9592 -1.1065
H27 -0.8791 -3.7232 0.7836
H28 0.7456 -1.0349 -1.9996
H29 4.5663 -4.3201 -1.6695
H30 4.6485 -3.7958 -3.5119
H31 3.1997 -4.8720 -2.9564
H32 1.3162 -0.8861 2.5868
H33 0.9645 -2.3754 1.5242
H34 3.7008 -1.8644 0.6519
H35 3.1761 -2.8448 2.1921
H36 4.3632 -1.4270 3.2748

The HOMO energy is -0.42072 hartree. Its total charge is +1. As for the HOMO-LUMO gap: 8.3045 eV. The largest force on an atom is 9.81 eV Å⁻¹. As for the LUMO energy: -3.14 eV. The structure (SMILES) is C#CCCC[N@@+]1(CCC(N)=O)[C@](C[C@@H](C)F)(C[C@H](O)C(F)(F)F)[C@H](C)[C@H](/C(I)=C(/C)I)[C@@]1(CCO)ON=O.

Mulliken atomic charge list, values in e, 4 entries: atom 1 (C): -0.515, atom 2 (C): -0.281, atom 3 (C): 0.056, atom 4 (C): -0.871

***

Record 2
DFT (wB97M-V/def2-TZVPD) results for a cluster of 7 separate species, C24H36FN2O14S in total at a distorted geometry.

Geometry (Å):
C1 3.4094 -0.9114 -2.5009
C2 1.9655 -1.4693 -2.4711
C3 1.4138 -1.6561 -1.0639
N1 0.0146 -2.1244 -1.1368
C4 -0.8522 -1.5649 -0.1605
C5 -1.5191 -2.4064 0.7497
S1 -1.3563 -4.1898 0.8164
C6 -0.6076 -4.4844 2.4149
O1 -0.5424 -4.7583 -0.2189
O2 -2.7109 -4.7030 0.9007
C7 -2.3772 -1.8860 1.7123
C8 -2.6063 -0.5253 1.8053
C9 -1.9678 0.3251 0.9246
C10 -1.1071 -0.1986 -0.0407
C11 -0.4625 0.8193 -0.9483
O3 -0.3313 0.6569 -2.1357
C12 -0.0430 2.0688 -0.2393
C13 1.1351 2.7296 -0.5174
F1 1.9246 2.2040 -1.4761
C14 1.5481 3.8743 0.1661
C15 2.8944 4.4736 -0.2072
C16 3.9681 3.9280 0.7534
C17 2.9211 6.0080 -0.3316
C18 1.7267 6.6266 -1.0654
C19 1.9236 6.5344 -2.6015
C20 0.7106 4.3523 1.1700
C21 1.1004 5.5714 2.0074
O4 2.0486 5.4605 2.8068
O5 0.4185 6.5898 1.7755
C22 -0.5114 3.7268 1.4544
O6 -1.3073 4.2735 2.4443
N2 -1.6882 3.3559 3.4884
O7 -0.7749 2.8297 3.9802
C23 -0.8877 2.5916 0.7565
C24 -2.1503 1.8186 0.9980
O8 -3.2232 2.3065 1.2491
H1 3.8266 -0.7646 -1.5053
H2 3.3999 0.0540 -3.0112
H3 4.0446 -1.5494 -3.1178
H4 1.9485 -2.4522 -2.9376
H5 1.3294 -0.8385 -3.0910
H6 2.0178 -2.4455 -0.5968
H7 1.5423 -0.7644 -0.4372
H8 -0.3290 -1.9219 -2.0676
H9 -1.3093 -4.0917 3.1504
H10 -0.4473 -5.5537 2.5437
H11 0.3069 -3.8934 2.4768
H12 -2.8663 -2.5467 2.4165
H13 -3.2594 -0.1510 2.5830
H14 3.1398 4.0751 -1.1953
H15 3.8246 2.8444 0.8316
H16 3.8811 4.3584 1.7494
H17 4.9557 4.0643 0.3043
H18 2.9999 6.4395 0.6694
H19 3.8594 6.2695 -0.8359
H20 0.7681 6.2459 -0.7262
H21 1.7328 7.6888 -0.8068
H22 2.5177 5.6468 -2.8303
H23 0.9661 6.5117 -3.1242
H24 2.4743 7.4049 -2.9649
O9 -0.1365 -7.6610 2.7229
H25 -0.6887 -8.4471 2.7584
H26 0.5112 -7.8542 2.0341
O10 -5.6887 -4.9249 0.3382
H27 -5.7238 -4.8469 -0.6208
H28 -4.7428 -4.9624 0.5347
O11 -4.8985 -1.0976 0.1368
H29 -4.9257 -0.1355 0.1963
H30 -5.7147 -1.3341 -0.3191
O12 0.9054 -3.3973 -4.7176
H31 0.2858 -4.1313 -4.7864
H32 1.1545 -3.2077 -5.6278
O13 2.6125 -8.5940 1.2567
H33 3.1275 -7.8775 0.8718
H34 3.2196 -9.3388 1.2883
O14 -7.5723 -2.7544 0.1092
H35 -6.8413 -3.3206 0.4045
H36 -8.3040 -2.9923 0.6842

The HOMO energy is -0.18870 hartree. Its total charge is -1. As for the HOMO-LUMO gap: 6.6507 eV. The largest force on an atom is 1.36 eV Å⁻¹. As for the LUMO energy: 1.52 eV.

Mulliken atomic charge list, values in e, 4 entries: atom 1 (C): -1.415, atom 2 (C): 0.095, atom 3 (C): -0.894, atom 4 (N): -0.238

***

Record 3
DFT (wB97M-V/def2-TZVPD) results for the molecule C24H36N4O5.

Geometry (Å):
C1 -0.2472 -3.2141 2.0483
C2 -0.7309 -2.5852 0.7442
C3 -1.9927 -3.2914 0.2533
C4 -1.0009 -1.0836 0.9515
N1 -1.6672 -0.4880 -0.1874
C5 -2.9632 -0.0885 -0.1436
O1 -3.6003 -0.0043 0.8810
O2 -3.3791 0.2256 -1.3779
C6 -4.7121 0.7570 -1.5893
C7 -5.7622 -0.2662 -1.1587
C8 -4.8823 2.0727 -0.8307
C9 -4.7810 0.9953 -3.0979
C10 0.2983 -0.3117 1.2038
O3 1.3991 -0.8443 1.1276
N2 0.1780 0.9972 1.4626
C11 -1.0173 1.7790 1.7041
C12 -0.5983 2.6939 2.8508
C13 0.8488 3.0323 2.4979
C14 1.3665 1.8028 1.7448
C15 2.0800 2.2014 0.4380
O4 2.0648 3.3488 0.0112
N3 2.7193 1.1950 -0.1578
C16 3.3991 1.3217 -1.4340
C17 3.4688 -0.0263 -2.1707
C18 3.5558 -1.2276 -1.2663
C19 2.6193 -2.2479 -1.3628
C20 2.7019 -3.3626 -0.5475
C21 3.7147 -3.4631 0.3884
C22 4.6559 -2.4533 0.4900
C23 4.5823 -1.3468 -0.3356
C24 4.8045 1.9475 -1.2476
N4 4.7492 3.1986 -0.7659
O5 5.8344 1.3821 -1.5390
H1 -0.9960 -3.0984 2.8294
H2 -0.0626 -4.2755 1.9028
H3 0.6793 -2.7486 2.3701
H4 0.0626 -2.6843 -0.0023
H5 -1.8111 -4.3601 0.1704
H6 -2.3035 -2.9236 -0.7219
H7 -2.8102 -3.1338 0.9540
H8 -1.6810 -0.9595 1.8023
H9 -1.2358 -0.5853 -1.0928
H10 -5.6030 -1.2077 -1.6801
H11 -6.7545 0.1057 -1.3972
H12 -5.6979 -0.4415 -0.0885
H13 -4.8290 1.8986 0.2404
H14 -4.0987 2.7721 -1.1145
H15 -5.8477 2.5094 -1.0696
H16 -4.6247 0.0612 -3.6309
H17 -4.0099 1.6988 -3.4003
H18 -5.7533 1.3977 -3.3651
H19 -1.2529 2.3677 0.8100
H20 -1.8745 1.1570 1.9504
H21 -0.6442 2.1466 3.7933
H22 -1.2283 3.5767 2.9276
H23 0.8882 3.8888 1.8220
H24 1.4533 3.2541 3.3744
H25 2.0617 1.1945 2.3350
H26 2.6549 0.2595 0.2449
H27 2.8339 2.0446 -2.0393
H28 4.3618 0.0027 -2.8011
H29 2.5954 -0.1289 -2.8172
H30 1.8213 -2.1732 -2.0900
H31 1.9731 -4.1552 -0.6407
H32 3.7724 -4.3274 1.0336
H33 5.4544 -2.5297 1.2137
H34 5.3318 -0.5730 -0.2728
H35 5.6081 3.6966 -0.5991
H36 3.8608 3.6276 -0.5358

The HOMO energy is -0.32945 hartree. Its total charge is 0. As for the HOMO-LUMO gap: 9.4474 eV. The largest force on an atom is 0.66 eV Å⁻¹. As for the LUMO energy: 0.48 eV. The structure (SMILES) is CC(C)[C@H](NC(=O)OC(C)(C)C)C(=O)N1CCC[C@@H]1C(=O)N[C@H](Cc1ccccc1)C(N)=O.

Mulliken atomic charge list, values in e, 4 entries: atom 1 (C): -1.694, atom 2 (C): 1.471, atom 3 (C): -1.670, atom 4 (C): -0.305

***

Look up the total charge of the first one. +1

***

Number 1 is which compound? C24H36F4I2N3O5

***

What is the total charge in the first record? +1